[1]
This record from the OMol25 dataset describes a cluster of 2 separate species, C4H8N2O in total at a distorted geometry. The level of theory is ωB97M-V/def2-TZVPD.

Geometry as XYZ:
```
15
Properties=species:S:1:pos:R:3
C 1.217 -0.558 -0.148
C -0.420 0.056 0.972
C -1.906 0.074 0.609
N 1.285 0.006 -1.376
O 2.245 -0.354 0.735
C -1.545 0.303 -0.757
N -1.255 0.278 -1.898
H 2.784 0.390 0.435
H 0.925 -1.605 -0.144
H 1.593 0.975 -1.352
H 0.240 0.066 -1.894
H -0.228 -0.668 1.758
H -0.037 1.029 1.273
H -2.486 0.893 1.040
H -2.411 -0.884 0.748
```

The spin multiplicity is 1. The calculation puts the LUMO energy at 0.839 eV. The value obtained for the HOMO-LUMO gap is 8.879 eV.

Taken from the natural (NBO) analysis, the atomic charges in e are: C 0.402; C -0.576; C -0.534; N -0.867; O -0.688; C 0.406; N -0.452; H 0.476; H 0.163; H 0.349; H 0.419; H 0.206; H 0.198; H 0.245; H 0.252

***

[2]
This record from the OMol25 dataset describes a structure of composition C3H5ClN2O at a distorted geometry. The level of theory is ωB97M-V/def2-TZVPD.

Geometry as XYZ:
```
12
Properties=species:S:1:pos:R:3
C 0.780 -1.017 0.097
C -0.720 -1.026 0.105
C -1.601 -0.019 -0.156
H 0.301 1.993 0.859
H 1.409 1.839 -0.875
H 2.479 0.084 0.117
H -1.039 -2.113 0.446
H -1.535 1.181 -0.535
N 0.609 1.386 -0.221
N 1.410 0.232 0.397
O 1.265 -2.119 -0.260
Cl -3.358 -0.422 0.025
```

The spin multiplicity is 1. The calculation puts the LUMO energy at 0.203 eV. The value obtained for the HOMO-LUMO gap is 9.829 eV.

Taken from the natural (NBO) analysis, the atomic charges in e are: C 0.635; C -0.356; C -0.166; H 0.391; H 0.392; H 0.389; H 0.267; H 0.287; N -0.687; N -0.516; O -0.571; Cl -0.064

***

[3]
This record from the OMol25 dataset describes a structure of composition C45H41AsBrN9O2STl. The level of theory is ωB97M-V/def2-TZVPD.

Geometry as XYZ:
```
101
Properties=species:S:1:pos:R:3
Tl 0.435 0.157 0.046
S 0.534 -2.460 1.866
C 1.653 -2.192 3.186
C 2.640 -3.150 3.468
C 3.519 -2.985 4.524
C 3.448 -1.856 5.331
C 2.479 -0.901 5.064
C 1.582 -1.056 4.015
As 0.240 0.302 3.581
C 1.536 1.667 3.027
C 2.747 1.300 2.440
C 3.653 2.259 2.005
C 3.373 3.607 2.169
C 2.156 3.988 2.719
C 1.242 3.027 3.122
C -0.138 0.861 5.438
C 0.178 2.059 6.067
C -0.311 2.345 7.337
C -1.107 1.428 8.004
C -1.416 0.218 7.397
C -0.947 -0.050 6.123
H 2.699 -4.029 2.838
H 4.267 -3.744 4.724
H 4.133 -1.721 6.159
H 2.414 -0.011 5.684
H 2.995 0.248 2.345
H 4.589 1.950 1.555
H 4.096 4.357 1.870
H 1.921 5.039 2.837
H 0.271 3.332 3.486
H 0.816 2.781 5.575
H -0.068 3.292 7.805
H -1.489 1.656 8.992
H -2.031 -0.509 7.913
H -1.203 -0.983 5.629
Br -8.157 10.014 -4.105
C -7.080 8.819 -3.078
C -6.866 7.529 -3.538
C -6.093 6.664 -2.789
C -5.532 7.071 -1.567
C -5.765 8.382 -1.135
C -6.534 9.255 -1.884
N -4.778 6.261 -0.726
N -4.489 5.123 -1.220
C -3.763 4.279 -0.452
C -3.366 4.548 0.880
C -2.548 3.710 1.578
C -1.973 2.544 0.981
O -1.089 1.864 1.538
C -2.488 2.169 -0.346
N -2.087 0.982 -0.844
C -2.587 0.576 -1.991
C -3.462 1.354 -2.758
C -3.831 2.591 -2.294
C -3.373 3.027 -1.037
H -7.308 7.207 -4.472
H -5.903 5.657 -3.128
H -5.325 8.702 -0.200
H -6.714 10.266 -1.543
H -3.736 5.464 1.319
H -2.271 3.929 2.602
H -2.288 -0.414 -2.323
H -3.836 0.979 -3.702
H -4.484 3.237 -2.865
N 1.345 -6.647 -3.857
C 2.330 -5.895 -3.296
O 3.503 -6.147 -3.504
C 1.903 -4.751 -2.439
C 2.895 -3.952 -1.874
C 2.534 -2.848 -1.127
N 1.271 -2.483 -0.918
C 0.324 -3.269 -1.423
C 0.581 -4.403 -2.171
H 1.621 -7.412 -4.445
H 0.370 -6.450 -3.741
H 3.933 -4.196 -2.054
H 3.286 -2.212 -0.671
H -0.695 -2.962 -1.211
H -0.257 -4.974 -2.550
C 0.600 1.515 -3.634
N 1.030 0.213 -3.113
C 2.487 0.112 -3.257
N 2.916 0.269 -4.650
C 2.441 1.571 -5.123
N 0.985 1.698 -5.038
C 0.395 0.618 -5.828
N 0.809 -0.705 -5.358
C 0.426 -0.829 -3.949
C 2.270 -0.785 -5.436
H 1.057 2.308 -3.038
H -0.486 1.594 -3.543
H 2.802 -0.870 -2.909
H 2.964 0.882 -2.646
H 2.750 1.708 -6.162
H 2.898 2.348 -4.506
H 0.705 0.733 -6.870
H -0.694 0.685 -5.769
H 0.747 -1.803 -3.589
H -0.663 -0.756 -3.876
H 2.577 -0.698 -6.481
H 2.590 -1.756 -5.050
```

Its charge is -1. The spin multiplicity is 1. The calculation puts the LUMO energy at 1.706 eV. The value obtained for the HOMO-LUMO gap is 5.791 eV.

Atom charges from the Mulliken analysis, given in e for atoms 1 to 99: Tl 0.908; S -0.387; C 0.375; C -0.690; C -0.403; C -0.865; C -0.114; C -0.480; As 0.717; C 0.355; C -0.126; C -0.753; C -0.504; C -0.981; C -0.360; C -0.274; C 0.182; C -0.668; C -0.428; C -0.619; C -0.567; H 0.399; H 0.350; H 0.382; H 0.376; H 0.490; H 0.429; H 0.397; H 0.399; H 0.600; H 0.418; H 0.398; H 0.354; H 0.380; H 0.407; Br -0.233; C 0.213; C -0.785; C 0.082; C -0.091; C -0.243; C -0.479; N -0.677; N 0.193; C -0.078; C -0.471; C -1.147; C -0.067; O -0.262; C -0.211; N -0.407; C -0.530; C -0.825; C -0.296; C 1.502; H 0.385; H 0.334; H 0.425; H 0.383; H 0.440; H 0.405; H 0.559; H 0.431; H 0.420; N -0.290; C 0.168; O -0.645; C 1.045; C -0.405; C -0.851; N 0.267; C -0.857; C -0.541; H 0.231; H 0.139; H 0.481; H 0.567; H 0.390; H 0.238; C -0.638; N 0.660; C -0.712; N 0.057; C -0.746; N 0.063; C -0.774; N 0.039; C -0.415; C -0.735; H 0.322; H 0.143; H 0.158; H 0.343; H 0.345; H 0.356; H 0.352; H 0.360; H -0.008; H 0.124

***

[4]
This record from the OMol25 dataset describes a cluster of 2 separate species, C4H8O in total at a distorted geometry. The level of theory is ωB97M-V/def2-TZVPD.

Geometry as XYZ:
```
13
Properties=species:S:1:pos:R:3
C 1.350 -1.135 -0.439
C 1.455 -2.392 0.065
H 0.352 -0.995 -0.997
H 2.228 -0.533 -0.639
H 0.565 -3.028 0.423
H 2.493 -2.712 0.308
O -1.772 0.600 -0.651
C -0.913 0.776 0.209
C -0.292 2.045 0.654
H -0.626 -0.282 0.890
H 0.680 2.142 0.189
H -0.246 1.862 1.854
H -0.867 2.982 0.242
```

Its charge is -1. The spin multiplicity is 2. The calculation puts the LUMO energy (alpha / beta) at 4.608 / 4.477 eV. The value obtained for the HOMO-LUMO gap (alpha / beta) is 3.632 / 8.250 eV. The expectation value of S² is 0.76.

Taken from the natural (NBO) analysis, the atomic charges in e are: C -0.499; C -0.560; H 0.202; H 0.175; H 0.180; H 0.155; O -0.734; C 0.190; C -0.716; H 0.031; H 0.198; H 0.203; H 0.176

***

Record-wise relative energy (zero: lowest compared OMol25 entry of this formula, charge and spin) values, in kJ/mol: 410.53; 458.78; 26.86; 244.02